Below is the ion C20H32FN2O2 with charge +1 in a non-equilibrium geometry, with properties calculated with ωB97M-V/def2-TZVPD.

ORCA input file:
```
! wB97M-V def2-TZVPD RIJCOSX def2/J DEFGRID3
* xyz 1 1
C 5.178 0.722 1.145
C 5.348 1.458 -0.199
C 4.874 2.914 -0.186
C 3.362 3.151 -0.436
C 2.469 1.949 -0.202
C 0.990 2.245 -0.457
C 0.208 0.916 -0.433
C -1.259 1.231 -0.669
N -2.230 0.052 -0.372
C -2.825 0.281 0.980
C -3.911 1.338 1.022
C -5.041 1.078 1.986
N -3.827 2.379 0.315
O -1.406 -1.092 -0.432
C -1.952 -2.281 0.047
O -3.107 -2.428 0.233
C -0.908 -3.288 0.283
C 0.205 -3.354 -0.570
C 1.190 -4.309 -0.338
C 1.052 -5.191 0.734
C -0.057 -5.110 1.582
C -1.045 -4.153 1.371
C -3.247 0.084 -1.495
C -2.761 -0.599 -2.745
F -4.396 -0.491 -1.066
H 4.426 -0.060 1.055
H 4.832 1.398 1.920
H 6.092 0.224 1.446
H 6.413 1.471 -0.412
H 4.902 0.879 -1.002
H 5.175 3.344 0.762
H 5.407 3.418 -0.985
H 3.043 3.908 0.279
H 3.201 3.569 -1.425
H 2.732 1.109 -0.842
H 2.566 1.583 0.817
H 0.601 2.849 0.361
H 0.867 2.749 -1.413
H 0.612 0.294 -1.223
H 0.376 0.482 0.547
H -1.526 2.057 -0.030
H -1.370 1.526 -1.703
H -3.215 -0.628 1.412
H -2.014 0.616 1.623
H -4.966 1.816 2.780
H -5.989 1.160 1.472
H -4.964 0.106 2.461
H -4.630 2.982 0.483
H 0.294 -2.679 -1.406
H 2.051 -4.364 -0.982
H 1.809 -5.937 0.912
H -0.138 -5.808 2.401
H -1.906 -4.059 2.013
H -3.471 1.120 -1.706
H -2.773 -1.676 -2.626
H -3.442 -0.332 -3.543
H -1.766 -0.270 -3.021
*
```

As for the LUMO energy: -2.619 eV. The calculation puts the highest occupied orbital energy at -12.6 eV. For the frontier orbital gap, the calculation gives 9.96 eV. As for the SMILES: [H]/N=C(\C)C[N@@+](CCCCCCCC)(OC(=O)c1ccccc1)[C@@H](C)F. Its total energy is -1140.834892 hartree.

Here are the Löwdin charges for atoms 1 to 5, given in e:
1. C -0.107
2. C -0.263
3. C -0.198
4. C -0.189
5. C -0.230


Below is a cluster of 2 separate species, H3N3OS in total in a non-equilibrium geometry, with properties calculated with ωB97M-V/def2-TZVPD.

ORCA input file:
```
! wB97M-V def2-TZVPD RIJCOSX def2/J DEFGRID3
* xyz 0 1
N 1.629 0.046 -0.007
N 0.718 -0.530 -0.460
N -0.879 0.269 0.323
O 0.404 -1.293 -1.332
S -0.267 1.215 1.565
H 2.702 -0.017 -0.263
H -1.196 0.643 -0.614
H -1.523 -0.490 0.603
*
```

As for the LUMO energy (alpha / beta): -0.559 / -0.596 eV. The calculation puts the highest occupied orbital energy (alpha / beta) at -8.1 / -8.1 eV. For the frontier orbital gap (alpha / beta), the calculation gives 7.57 / 7.52 eV. The energy above the lowest of the compared OMol25 structures with the same formula, charge and spin is 510.3 kJ/mol. Its total energy is -639.301626 hartree.

Here are the Löwdin charges for atoms 1 to 5, given in e:
1. N 0.065
2. N -0.393
3. N -0.468
4. O -0.009
5. S 0.456